(1)
{"formula": "C6H7NO", "method": "ωB97M-V/def2-TZVPD", "e_homo_ha": [-0.2888, -0.3037], "e_tot_ha": -362.5822, "e_above_lowest_kj_mol": 607.3, "total_charge": 0, "spin_multiplicity": 1, "elements": ["C", "C", "C", "C", "C", "C", "N", "O", "H", "H", "H", "H", "H", "H", "H"], "coordinates": [[0.38921, 1.13942, -2.09706], [0.11475, 1.93096, 0.00258], [1.02780, -0.74733, -0.68300], [-0.02755, 1.91386, 1.33094], [0.61197, -1.60868, 0.22819], [-0.82295, -1.92119, 0.58811], [0.18575, 2.09287, -1.18413], [0.61199, -0.13503, -1.77735], [0.56010, 1.35332, -3.03416], [-1.06784, 1.58901, 1.70082], [0.75489, 2.17038, 1.99202], [1.26941, -1.96820, 0.92775], [-1.54971, -1.55843, -0.26994], [-1.10321, -1.24803, 1.45664], [-0.95460, -3.00293, 0.81859]]}

***

(2)
{"formula": "C6H7NO", "method": "ωB97M-V/def2-TZVPD", "e_homo_ha": -0.2517, "e_tot_ha": -362.0779, "e_above_lowest_kj_mol": 1931.2, "total_charge": 0, "spin_multiplicity": 1, "elements": ["C", "C", "C", "C", "C", "C", "H", "H", "H", "H", "H", "H", "H", "N", "O"], "coordinates": [[0.33620, 0.97598, -1.21679], [-1.58260, 0.70287, -0.32804], [-0.59093, -1.04411, 1.44445], [0.81229, -0.84644, 0.64727], [0.03623, 0.18036, 0.70724], [-0.52902, 0.05634, -0.68518], [2.31325, 0.75865, -0.41187], [0.40670, 0.99235, -2.38495], [-2.26842, 1.70569, -0.34656], [-0.29478, -2.13877, 1.14531], [1.76427, -1.37082, 1.24762], [0.39636, 1.01365, 1.25552], [-0.50995, -0.97355, -1.14480], [1.53048, 0.30473, -0.82017], [-1.82008, -0.31694, 0.89094]]}

***

(3)
{"formula": "C6H7NO5", "method": "ωB97M-V/def2-TZVPD", "e_homo_ha": [-0.0016, -0.0015], "e_tot_ha": -663.6422, "e_above_lowest_kj_mol": 137.0, "total_charge": -2, "spin_multiplicity": 1, "elements": ["C", "C", "C", "C", "C", "C", "N", "O", "O", "O", "O", "O", "H", "H", "H", "H", "H", "H", "H"], "coordinates": [[-1.56147, 2.11263, -2.63248], [0.23169, 4.04697, -3.06519], [-0.25752, 2.86862, -2.25758], [-0.04059, -0.01706, 1.35689], [0.53529, -0.54852, -0.93593], [0.00284, 0.57541, -0.08066], [0.80450, 1.69487, -0.05917], [-2.41899, 2.04189, -1.67999], [-0.50284, 5.07211, -2.94968], [-1.67822, 1.53536, -3.72704], [1.20273, 3.88487, -3.83462], [0.46379, 2.72884, -1.09103], [1.00276, -0.12410, 1.69405], [-0.60581, 0.46528, 2.08647], [-0.42949, -1.04733, 1.20540], [0.89292, -0.05927, -1.83282], [-0.29906, -1.15324, -1.20020], [1.41459, -1.02029, -0.40730], [-1.00660, 0.99881, -0.26332]]}